# 1
Here is a single C5H8N2 molecule in a non-equilibrium geometry from the Open Molecules 2025 dataset. Energies are from ωB97M-V/def2-TZVPD.

Geometry as XYZ:
```
15
C5H8N2, DFT ωB97M-V/def2-TZVPD
C -0.943 0.787 1.225
H -0.146 -0.792 2.472
C -1.170 1.018 -0.205
C 0.576 -0.368 -0.629
H -2.180 0.835 0.972
H -1.739 1.876 -0.556
N 0.687 -0.826 0.570
C 1.693 -0.585 -1.603
H -0.469 1.594 1.781
H 2.124 0.371 -1.898
C -0.457 -0.624 1.441
H 1.299 -1.069 -2.497
H 2.461 -1.213 -1.159
H -1.239 -1.358 1.197
N -0.497 0.353 -1.114
```

Properties
- Kohn-Sham gap (eV) = 9.8
- structure (SMILES) = CC1=NCCC=N1
- energy relative to the best compared isomer or geometry (same formula, charge and spin) (kJ/mol) = 233.1
- spin multiplicity = 1
- total charge = 0

# 2
Here is a molecular structure, C44H60IN2O2Ru from the Open Molecules 2025 dataset. Energies are from ωB97M-V/def2-TZVPD.

Geometry as XYZ:
```
110
C44H60IN2O2Ru, DFT ωB97M-V/def2-TZVPD
C 1.618 2.062 -2.252
C -0.863 -1.796 -3.968
H 3.223 1.938 4.151
C 3.768 4.137 2.628
C -2.763 1.055 0.308
C -4.412 3.470 -3.700
H -1.669 -1.374 -6.411
O 1.106 0.701 1.607
H 1.594 -1.766 2.080
H 0.597 0.567 -4.137
H -1.387 -3.073 1.662
H 4.146 0.563 -4.023
C -2.065 0.441 -3.522
C 0.006 6.874 3.129
C -2.156 -1.151 1.075
C 3.425 1.315 -3.739
H -0.490 7.824 3.331
H -0.266 -3.985 -0.125
H -6.304 2.385 -3.637
C 1.539 2.990 2.272
C 3.507 2.555 0.753
N 0.127 -2.040 0.603
H 3.547 4.977 1.968
H -3.764 0.693 0.589
H -0.055 -1.715 -3.248
Ru 0.427 0.130 -0.094
C 1.618 3.294 -2.964
C -2.867 1.453 -3.994
C -2.096 6.069 2.085
C -0.063 0.344 -4.974
C -5.875 3.311 -3.256
H -3.362 3.717 -5.599
H 4.597 1.633 3.087
H 3.121 1.600 0.408
H 1.602 5.061 2.728
C -3.590 2.313 -3.163
C -0.085 4.166 -1.504
H -4.976 4.408 -5.547
H -1.115 0.037 2.992
H -2.552 1.035 2.813
H -5.982 3.317 -2.173
C 3.511 1.725 3.121
O -0.925 -0.327 -1.609
H 1.121 -3.472 1.808
H 0.492 -0.254 -5.697
C -0.697 2.029 2.396
H -2.496 -1.449 0.080
H 2.443 4.436 -4.590
H -4.400 5.620 -3.499
C 0.953 4.209 2.614
H -3.013 -1.273 1.756
H 3.077 0.771 2.832
H 0.788 5.278 -3.102
H -0.806 2.830 -0.009
H -2.447 0.187 -6.291
C 0.692 1.864 -1.175
H -1.691 -2.337 -3.506
C -4.373 3.560 -5.224
C -3.535 2.096 -1.767
H -4.785 2.669 -5.697
H 3.172 3.334 0.068
C 2.582 1.109 -2.686
H -2.697 2.078 0.688
C 2.487 3.492 -4.065
C -1.570 0.811 2.376
H 0.692 -2.946 -1.209
H -0.644 -1.723 2.505
H -2.895 5.327 2.081
H -0.941 5.463 5.292
C -3.834 4.771 -3.117
C -0.410 4.391 2.815
C -2.724 1.157 -1.205
C -1.220 3.260 2.746
C -1.021 -2.047 1.535
H 2.148 -2.629 0.634
H -2.941 1.602 -5.058
C 3.059 2.855 2.185
H 4.024 2.684 -5.296
C 3.363 2.527 -4.456
C -0.119 2.922 -0.841
H -0.730 4.969 -1.170
H -4.130 2.726 -1.119
C -0.141 -2.967 -0.508
H -6.462 4.141 -3.647
C -2.201 -0.711 -5.729
H -2.139 6.649 4.765
H 3.509 4.421 3.648
H -2.790 4.899 -3.403
C -1.880 0.363 -2.081
H -1.659 6.103 1.085
H 0.507 6.959 2.164
H -2.549 7.040 2.290
C 0.753 4.341 -2.562
C 0.667 1.910 2.085
H 4.597 2.514 0.714
H -1.038 -2.665 -1.042
C -1.680 5.690 4.524
C -1.305 -0.434 -4.513
H -2.276 3.325 2.980
H -3.129 -1.202 -5.437
H -0.340 1.286 -5.450
H -0.509 -2.395 -4.808
H -3.896 4.794 -2.030
C 1.320 -2.507 1.330
H 4.844 3.970 2.594
I 2.811 -0.690 -1.660
H -2.458 4.928 4.570
H 0.766 6.733 3.898
C -1.027 5.748 3.138
N -1.751 0.261 1.014
```

Properties
- Kohn-Sham gap (alpha / beta) (eV) = 7.8 / 5.0
- energy relative to the best compared isomer or geometry (same formula, charge and spin) (kJ/mol) = 0.0
- spin multiplicity = 5
- total charge = +1

# 3
Here is 2 unconnected molecules or ions with the total composition C2H7NS2 in a non-equilibrium geometry from the Open Molecules 2025 dataset. Energies are from ωB97M-V/def2-TZVPD.

Geometry as XYZ:
```
12
C2H7NS2, DFT ωB97M-V/def2-TZVPD
H -0.978 -1.338 0.329
C 1.113 -0.766 -1.435
N -1.153 -0.712 -0.428
S -0.316 -0.039 2.218
H -2.056 -0.330 -0.623
H 0.669 2.227 1.192
H 1.652 -0.399 -2.271
H -0.396 0.714 -1.706
S 1.234 1.285 2.006
H 1.525 -1.403 -0.690
C -0.110 -0.221 -1.219
H -1.184 0.982 2.626
```

Properties
- Kohn-Sham gap (eV) = 7.9
- structure (SMILES) = C=CN.SS
- energy relative to the best compared isomer or geometry (same formula, charge and spin) (kJ/mol) = 167.0
- spin multiplicity = 1
- total charge = 0

# 4
Here is a molecular structure, CH4N3OS in a non-equilibrium geometry from the Open Molecules 2025 dataset. Energies are from ωB97M-V/def2-TZVPD.

Geometry as XYZ:
```
10
CH4N3OS, DFT ωB97M-V/def2-TZVPD
S 1.412 0.865 0.520
H 2.749 1.093 -1.258
N -2.081 0.505 0.030
H -2.922 0.222 -0.355
H -0.322 -0.494 1.190
N 0.461 -0.474 0.571
N 1.982 0.606 -0.843
C -1.386 1.455 -0.003
H 0.322 -0.819 -0.372
O -0.407 2.066 0.062
```

Properties
- Kohn-Sham gap (eV) = 9.9
- energy relative to the best compared isomer or geometry (same formula, charge and spin) (kJ/mol) = 154.4
- spin multiplicity = 1
- total charge = +1

# 5
Here is a single C5H7N molecule in a non-equilibrium geometry from the Open Molecules 2025 dataset. Energies are from ωB97M-V/def2-TZVPD.

Geometry as XYZ:
```
13
C5H7N, DFT ωB97M-V/def2-TZVPD
N -0.293 -1.088 -0.012
H 2.530 0.798 0.472
C 0.467 0.014 0.229
C -1.661 0.662 -0.010
H 2.467 -0.989 0.078
C -0.332 1.133 0.140
H -2.549 1.273 -0.035
H 1.339 0.304 -0.931
C 1.929 -0.028 0.085
H -2.399 -1.432 -0.196
H 0.042 -2.034 0.076
H 0.026 2.158 0.121
C -1.618 -0.701 -0.089
```

Properties
- Kohn-Sham gap (eV) = 8.2
- structure (SMILES) = Cc1ccc[nH]1
- energy relative to the best compared isomer or geometry (same formula, charge and spin) (kJ/mol) = 201.2
- spin multiplicity = 1
- total charge = 0

# 6
Here is a molecular structure, C48H38Cl3GeO2P2PdS in a non-equilibrium geometry from the Open Molecules 2025 dataset. Energies are from ωB97M-V/def2-TZVPD.

Geometry as XYZ:
```
96
C48H38Cl3GeO2P2PdS, DFT ωB97M-V/def2-TZVPD
C 2.720 -2.150 -0.278
Cl -1.946 -2.210 -1.563
C -1.008 2.493 -2.309
H 0.626 -1.610 5.603
C 0.340 -7.020 0.624
C -2.274 1.569 2.763
C -1.856 5.214 -4.738
H -0.008 -2.315 3.293
C 1.191 -4.362 0.815
C 6.766 -0.898 -1.116
H -3.937 3.724 -0.840
H 0.127 5.279 -5.584
C 0.373 -6.201 -0.514
H 1.670 0.845 -3.693
H -4.182 0.577 -2.034
H -0.039 -8.036 0.537
H -0.258 4.841 2.663
C -0.195 3.463 -4.471
C 2.778 1.586 -1.074
C 3.226 -1.448 2.710
H -7.874 -0.286 -0.077
O -0.419 0.394 -0.101
C 4.964 0.721 -1.093
C 0.809 2.545 -4.574
P -2.589 1.562 0.024
H -0.776 3.856 4.807
C 5.414 -1.556 -0.891
S 0.458 0.166 -1.390
C 0.052 1.547 -2.435
H 1.504 2.517 -5.401
C -4.339 1.186 0.026
Cl -4.817 -3.453 -0.504
C -1.198 3.348 1.508
C -1.984 2.188 1.545
C 2.177 0.350 -0.934
H 5.843 -3.643 -0.482
C 3.748 -3.109 -0.248
C -5.085 1.068 1.204
H 2.121 2.451 -1.202
C -1.093 3.445 -3.377
H -2.819 0.622 2.807
C 5.093 -2.869 -0.558
C 3.017 -0.824 -0.733
C 6.460 0.632 -1.149
H -6.367 -0.320 -2.154
H 2.849 -0.610 6.004
C 1.002 -1.949 3.506
H -3.856 5.312 -2.600
C -3.087 3.626 -1.532
H 3.490 -4.091 0.125
H -4.716 1.466 2.129
H 6.904 1.185 -0.315
H 3.997 -1.445 1.961
H -4.605 -1.471 4.022
H 4.517 2.846 -1.125
H 0.838 -4.299 -1.283
C 0.842 -4.919 -0.426
H 4.535 -0.641 4.269
Ge -2.850 -4.319 -0.773
C 1.950 -1.940 2.460
C -0.781 3.917 2.682
C 0.889 1.584 -3.558
C -6.884 0.060 -0.050
H -2.731 5.183 -5.388
H 7.460 -1.188 -0.311
O -4.171 -1.198 3.230
H 6.859 1.093 -2.040
Cl -2.039 -3.578 1.488
C -6.083 0.104 -1.199
C -3.061 4.590 -2.538
C -2.134 2.595 -1.381
H -0.977 3.839 0.574
Pd -0.840 -1.673 0.541
C 3.559 -1.026 3.990
C 1.333 -1.493 4.788
H -3.877 -2.017 2.770
H -2.139 1.675 4.873
C -4.809 0.582 -1.159
C 4.155 1.823 -1.089
C 4.404 -0.552 -0.928
C -1.839 2.150 3.944
C -2.084 4.443 -3.474
H 0.118 -6.583 -1.513
C -0.662 4.529 -5.427
H 1.387 -4.706 2.886
C 0.700 -6.489 1.858
C 1.119 -5.164 1.948
H 0.701 -7.104 2.729
C -1.116 3.349 3.916
C 2.600 -1.006 5.024
H -6.976 0.555 2.000
H -1.638 6.238 -4.495
H 7.216 -1.194 -2.068
C -6.361 0.530 1.139
H -0.942 4.077 -6.438
P 1.419 -2.571 0.841
```

Properties
- Kohn-Sham gap (alpha / beta) (eV) = 7.0 / 5.9
- energy relative to the best compared isomer or geometry (same formula, charge and spin) (kJ/mol) = 0.0
- spin multiplicity = 4
- total charge = +2

# 7
Here is a molecular structure, C21H15AgF4N6 in a non-equilibrium geometry from the Open Molecules 2025 dataset. Energies are from ωB97M-V/def2-TZVPD.

Geometry as XYZ:
```
47
C21H15AgF4N6, DFT ωB97M-V/def2-TZVPD
C 10.433 17.213 5.640
F 6.615 12.485 8.357
H 8.087 17.904 7.978
C 10.220 15.849 5.529
C 9.774 19.413 6.511
H 13.528 11.577 7.156
C 11.468 12.111 8.914
H 11.053 11.082 8.817
N 10.735 7.335 7.885
C 10.494 12.986 9.667
N 11.752 12.547 7.564
Ag 9.215 13.007 6.516
C 8.155 13.539 9.835
H 12.405 12.071 9.563
N 9.255 10.939 5.904
H 4.945 14.948 11.762
C 6.798 13.295 9.451
C 8.201 14.324 11.026
H 11.793 14.669 7.760
H 10.847 14.007 9.658
C 5.689 13.795 10.053
F 7.263 15.554 12.791
C 9.307 15.130 6.301
H 7.832 15.531 7.862
C 9.197 9.775 5.965
H 10.856 15.319 4.796
H 10.565 12.638 10.711
F 4.477 13.439 9.566
C 12.490 11.574 6.821
C 8.725 17.345 7.273
N 8.096 6.626 4.615
C 8.544 15.958 7.177
H 12.020 10.578 6.890
C 10.082 7.842 7.064
H 12.864 13.998 6.535
F 9.425 14.724 11.549
C 5.796 14.570 11.216
C 9.296 8.399 6.020
C 12.417 13.836 7.549
H 11.121 17.690 4.978
C 9.667 17.988 6.525
H 13.263 13.842 8.271
H 12.499 11.895 5.806
C 7.072 14.836 11.652
C 8.627 7.485 5.200
N 9.801 20.584 6.500
N 9.122 12.953 9.141
```

Properties
- Kohn-Sham gap (eV) = 6.3
- energy relative to the best compared isomer or geometry (same formula, charge and spin) (kJ/mol) = 13.0
- spin multiplicity = 1
- total charge = -2

# 8
Here is 2 unconnected molecules or ions with the total composition CH2NO3S in a non-equilibrium geometry from the Open Molecules 2025 dataset. Energies are from ωB97M-V/def2-TZVPD.

Geometry as XYZ:
```
8
CH2NO3S, DFT ωB97M-V/def2-TZVPD
O -0.635 -1.248 -0.916
C -1.811 0.768 -0.270
O -1.486 0.785 0.863
H 1.652 0.401 1.134
H 2.629 -0.444 -0.094
N 1.669 -0.103 0.221
O -2.401 1.136 -1.227
S 0.383 -1.295 0.291
```

Properties
- Kohn-Sham gap (eV) = 6.0
- energy relative to the best compared isomer or geometry (same formula, charge and spin) (kJ/mol) = 110.0
- spin multiplicity = 1
- total charge = -1

# 9
Here is a molecular structure, C26H12Cl64NO5P2S in a non-equilibrium geometry from the Open Molecules 2025 dataset. Energies are from ωB97M-V/def2-TZVPD.

Geometry as XYZ:
```
111
C26H12Cl64NO5P2S, DFT ωB97M-V/def2-TZVPD
H -0.275 -2.555 -1.744
Cl -9.555 1.272 3.378
Cl -4.635 11.042 2.787
C 4.657 -3.083 -1.690
Cl -8.351 0.725 0.804
Cl -7.092 7.639 -5.292
Cl -1.796 2.406 -8.289
Cl 5.277 -1.893 2.631
C -0.087 14.170 -1.404
Cl 10.161 -8.433 1.728
H -3.906 -4.468 0.273
H 0.866 1.695 0.565
C 1.222 -6.778 -2.908
Cl 2.577 -7.904 -2.794
C -4.634 0.810 2.642
Cl -13.976 -2.859 -2.174
C 1.713 -0.139 -0.355
Cl 0.056 -1.208 2.747
Cl -8.197 5.441 -3.777
Cl 1.310 14.358 -0.335
Cl -3.243 10.478 -0.458
P -2.698 -1.242 -1.093
O -1.673 -4.099 -0.508
Cl -3.717 1.539 1.303
Cl -5.846 6.824 -2.818
Cl -2.631 4.864 -0.259
Cl -1.089 12.826 -0.837
Cl 2.168 -9.762 2.738
C 14.515 -7.020 -1.782
C 1.332 -1.355 -1.003
Cl -5.668 5.123 -5.140
Cl 11.462 -6.036 0.783
C -9.810 0.529 1.791
Cl -0.391 -2.604 5.240
Cl -4.816 3.631 -1.692
Cl -2.198 1.663 -5.525
Cl -3.370 10.110 5.210
Cl -11.172 1.315 0.986
Cl 4.075 0.165 6.229
H 5.911 -4.229 0.329
Cl 14.494 -7.698 -0.149
Cl -3.595 0.680 4.064
Cl 0.037 -7.100 -1.638
Cl 6.416 -2.532 5.207
C -0.034 -1.624 -1.219
Cl -1.040 15.660 -1.398
C 0.658 0.744 0.069
Cl -3.211 8.528 2.796
Cl 2.078 -6.866 2.706
Cl 6.921 -4.258 2.946
H 4.215 -3.518 -2.601
H 3.440 1.043 0.311
O 3.651 -4.144 0.569
C 4.053 -0.770 -0.609
Cl 1.841 -5.120 -2.712
Cl -5.724 8.773 4.204
H -1.434 1.044 0.211
Cl 4.289 -4.160 4.138
Cl 9.015 -5.843 2.317
C 3.657 -2.005 -1.224
Cl -1.023 9.904 -2.223
Cl 2.014 -8.334 0.231
Cl -3.442 4.052 -6.577
H 5.123 -0.586 -0.479
O -4.144 -3.825 -0.418
Cl -2.323 2.201 -1.355
Cl 0.454 -6.948 -4.491
C 5.441 1.262 6.496
Cl 16.145 -6.452 -2.162
P -2.786 -3.429 -1.200
Cl -3.721 9.295 -3.050
H 5.651 -2.666 -1.915
H 1.990 -3.222 -1.890
Cl 5.959 1.941 4.945
N -0.993 -0.795 -0.805
C -3.062 3.806 -1.608
C -6.704 6.260 -4.257
C -2.614 9.358 -1.677
H -3.393 -0.926 0.108
Cl -2.460 4.495 -3.115
Cl 14.037 -8.265 -2.943
Cl -5.183 -0.806 2.161
C 5.722 -3.211 3.736
Cl -2.468 7.735 -0.972
Cl 13.381 -5.659 -1.878
O -2.986 -3.915 -2.722
Cl 0.470 13.832 -3.050
C -0.629 0.369 -0.159
Cl -14.295 -0.291 -0.890
C 1.503 -8.345 1.920
H -2.917 -3.174 -3.347
Cl -10.152 -1.193 1.997
O 4.699 -5.656 -0.983
Cl 1.031 -3.906 3.095
C 3.093 0.129 -0.181
S 4.731 -4.358 -0.362
Cl 6.783 0.372 7.228
Cl -0.268 -8.392 2.002
Cl 4.943 2.568 7.576
Cl 11.471 -6.668 3.600
Cl 2.267 -1.720 4.536
C -4.235 9.614 3.751
Cl -13.336 -2.555 0.626
C -13.314 -1.762 -0.956
C 10.531 -6.747 2.106
Cl -11.649 -1.339 -1.384
C 2.325 -2.281 -1.422
C -2.004 3.023 -6.648
Cl -6.028 1.822 3.010
Cl -0.582 3.969 -6.186
C 0.744 -2.364 3.907
```

Properties
- Kohn-Sham gap (eV) = 8.1
- spin multiplicity = 1
- total charge = +1